Here is a molecular structure, C22H25IIrN9OPS3 at a distorted geometry from OMol25. Energies are from ωB97M-V/def2-TZVPD.

Charge = +2
E_tot = -91399.0942 eV
Max |F| = 0.041 hartree/bohr
Energy relative to the best compared isomer or geometry (same formula, charge and spin) = 3.878 eV
Orbital gap (alpha / beta) = 5.42 / 5.11 eV
HOMO level (alpha / beta) = -12.46 / -12.31 eV
Spin multiplicity = 2

Last column: natural (NBO) charge in e.
CARTESIAN COORDINATES (ANGSTROEM)
Ir: -0.170 -0.398 0.397  0.933
C: 0.359 -0.084 5.983  -0.414
N: -0.227 -0.482 4.730  -0.300
C: -1.372 -1.191 4.571  -0.047
C: -1.563 -1.328 3.221  -0.054
N: -0.552 -0.716 2.567  -0.472
C: 0.249 -0.198 3.499  0.076
P: 1.746 0.823 3.225  0.789
C: 0.899 2.061 2.171  0.079
N: -0.138 1.806 1.384  -0.485
C: -0.546 2.991 0.879  -0.058
C: 0.258 3.984 1.370  -0.044
N: 1.164 3.389 2.184  -0.305
C: 2.266 4.035 2.847  -0.413
C: 2.411 -0.244 1.886  0.084
N: 1.703 -0.796 0.899  -0.428
C: 2.551 -1.576 0.182  -0.054
C: 3.789 -1.501 0.750  -0.040
N: 3.692 -0.662 1.809  -0.298
C: 4.780 -0.248 2.655  -0.412
H: -0.206 -0.531 6.799  0.244
H: 1.395 -0.418 6.048  0.228
H: 0.336 1.002 6.089  0.224
H: -1.961 -1.536 5.397  0.247
H: -2.359 -1.818 2.699  0.248
H: -1.375 3.057 0.206  0.226
H: 0.241 5.040 1.199  0.244
H: 2.271 5.091 2.582  0.244
H: 2.187 3.935 3.931  0.229
H: 3.207 3.585 2.526  0.221
H: 2.230 -2.136 -0.674  0.251
H: 4.706 -1.975 0.469  0.247
H: 5.680 -0.789 2.372  0.244
H: 4.969 0.820 2.545  0.223
H: 4.555 -0.456 3.699  0.229
S: -2.494 -5.109 -0.075  0.217
C: -2.061 -3.476 -0.203  -0.591
S: -3.534 -2.650 -0.320  -0.032
S: -0.475 -2.907 -0.232  0.047
N: -3.979 1.234 -0.506  -0.760
C: -2.914 0.593 -0.993  0.740
O: -2.126 0.062 -0.209  -0.660
C: -2.800 0.593 -2.506  -0.501
I: 0.784 0.768 -1.848  -0.182
H: -4.123 1.246 0.492  0.426
H: -4.681 1.674 -1.076  0.419
H: -2.146 1.416 -2.811  0.278
H: -3.791 0.756 -2.932  0.241
N: -2.693 -0.878 -4.502  -0.523
C: -2.254 -0.721 -3.124  0.043
N: -0.832 -0.781 -3.208  -0.258
C: -0.454 -0.992 -4.462  0.064
C: 0.829 -1.097 -5.004  -0.141
C: 0.942 -1.236 -6.368  -0.200
C: -0.195 -1.268 -7.194  -0.061
C: -1.477 -1.195 -6.680  -0.305
C: -1.616 -1.063 -5.308  0.336
H: -3.648 -1.049 -4.769  0.436
H: -2.638 -1.554 -2.507  0.290
H: 1.686 -1.036 -4.353  0.250
H: 1.921 -1.297 -6.817  0.247
H: -0.057 -1.346 -8.259  0.247
H: -2.339 -1.220 -7.327  0.248